1.
79
Properties=species:S:1:pos:R:3:forces:R:3 method="wB97M-V/def2-TZVPD" total_charge=-1 spin_multiplicity=1 lumo_energy_ev=2.0077 e_homo_ev=-4.14
Rb -0.1006 2.5920 -0.8984 -0.11 0.13 -0.18
O -2.5175 5.6538 1.3263 -0.09 -0.01 0.14
C -1.7473 5.4558 0.2656 -0.04 -0.03 0.00
O -0.5743 5.1683 0.3151 0.02 -0.01 0.12
C -2.4963 5.5271 -1.0384 0.06 -0.08 -0.02
C -3.5225 6.4162 -1.3002 -0.03 0.00 0.02
C -4.1218 6.3452 -2.5523 -0.01 0.02 0.01
C -3.7040 5.3829 -3.4538 0.00 -0.01 0.00
C -2.6881 4.5032 -3.0833 0.01 0.04 0.03
N -2.0946 4.5967 -1.8998 0.11 0.07 0.01
C -2.2294 3.3649 -4.0213 -0.09 -0.07 -0.02
O -2.8316 3.3041 -5.1052 0.03 0.00 0.00
O -1.3293 2.6232 -3.5638 0.04 0.06 -0.01
H -2.1863 5.0692 2.0692 0.03 0.08 -0.10
H -3.8418 7.1246 -0.5483 0.01 0.01 0.00
H -4.9198 7.0312 -2.8109 0.00 0.00 -0.01
H -4.1404 5.2689 -4.4358 0.00 0.00 0.00
C 2.6532 -4.1413 -1.3586 0.01 0.01 -0.01
C 1.5396 -3.5649 -2.2076 -0.04 0.02 -0.01
C 1.5341 -4.0864 -3.6296 0.01 0.00 0.01
O 1.7220 -2.1320 -2.2517 0.07 -0.02 0.04
P 0.5538 -1.1097 -1.9325 0.08 0.33 -0.18
O 0.9364 0.2776 -2.2272 -0.11 -0.50 0.13
C 0.1208 -1.3782 -0.1959 -0.06 0.03 0.10
P 1.2256 -0.5887 0.9914 -0.03 0.05 0.08
O 1.3945 0.8602 0.8266 -0.02 -0.14 -0.03
O 2.5589 -1.4309 0.7970 0.08 -0.01 0.07
C 3.8565 -0.7644 0.8737 -0.09 -0.08 -0.02
C 4.2845 -0.4206 -0.5352 0.04 0.01 0.00
C 4.7879 -1.7218 1.5835 0.01 0.03 -0.02
O 0.6640 -0.9325 2.4158 0.05 0.13 -0.03
C 0.2054 -2.1331 3.0657 0.02 0.03 0.07
C -1.2801 -2.3007 2.8142 -0.01 -0.02 -0.02
C 1.0327 -3.3558 2.7161 0.00 0.01 -0.03
O -0.6261 -1.7614 -2.7544 -0.02 -0.06 -0.04
C -2.0491 -1.4394 -2.7716 -0.01 0.03 -0.03
C -2.3582 -0.0253 -2.3381 -0.04 -0.01 0.03
C -2.7738 -2.5001 -1.9648 0.01 0.00 0.02
H 2.5365 -5.2230 -1.2722 0.01 0.00 0.00
H 2.6466 -3.6970 -0.3633 0.00 -0.01 0.00
H 3.6191 -3.9309 -1.8219 0.00 0.00 0.00
H 0.5708 -3.7832 -1.7467 0.01 0.00 0.01
H 2.4782 -3.8389 -4.1171 0.00 0.00 0.00
H 0.7195 -3.6346 -4.1932 0.00 0.00 -0.01
H 1.4110 -5.1711 -3.6336 0.00 0.00 0.00
H 0.0624 -2.4493 0.0085 0.03 -0.01 -0.02
H -0.8747 -0.9672 -0.0143 0.02 0.04 0.00
H 3.7320 0.1458 1.4616 -0.01 0.02 -0.01
H 4.3895 -1.3310 -1.1286 0.00 0.01 0.00
H 5.2421 0.1031 -0.5169 0.00 0.00 -0.01
H 3.5415 0.2173 -1.0136 0.00 0.01 0.00
H 4.8570 -2.6609 1.0306 0.01 0.00 0.01
H 4.4314 -1.9281 2.5928 0.00 -0.01 0.00
H 5.7853 -1.2855 1.6529 0.00 -0.01 0.00
H 0.3575 -1.9015 4.1209 -0.01 0.00 -0.03
H -1.4827 -2.6214 1.7895 0.00 0.00 0.01
H -1.7930 -1.3566 2.9984 0.00 0.00 0.01
H -1.6839 -3.0577 3.4886 -0.01 0.00 0.00
H 0.9216 -3.6465 1.6691 0.00 0.01 0.00
H 0.6981 -4.1919 3.3319 0.01 0.00 0.01
H 2.0894 -3.1779 2.9100 0.00 -0.01 0.00
H -2.3157 -1.5447 -3.8238 0.02 0.00 -0.01
H -2.1280 0.1352 -1.2804 -0.04 -0.01 0.00
H -3.4315 0.1375 -2.4529 0.01 0.02 -0.01
H -1.8445 0.7243 -2.9438 0.03 -0.01 0.00
H -2.5586 -2.4006 -0.8984 0.00 0.00 0.00
H -2.4852 -3.5008 -2.2896 0.00 0.00 -0.01
H -3.8501 -2.3882 -2.0993 0.00 0.00 0.01
Se -2.3933 2.8655 2.8408 0.19 -0.12 -0.07
C -0.9134 2.0861 3.7368 -0.24 -0.04 0.16
C -1.1130 1.0605 4.6763 0.00 0.04 -0.07
C -0.0361 0.4953 5.3291 0.08 0.03 0.02
N 1.2394 0.8484 5.1329 -0.07 -0.04 0.01
C 1.4262 1.8258 4.2442 0.00 0.01 -0.03
C 0.4153 2.4649 3.5456 0.07 0.03 -0.06
H -2.1202 0.7246 4.8913 0.00 0.00 0.02
H -0.2018 -0.2894 6.0647 -0.01 0.00 0.00
H 2.4588 2.1189 4.0743 0.00 0.01 -0.01
H 0.6597 3.2469 2.8375 0.00 -0.01 0.00

***

2.
11
Properties=species:S:1:pos:R:3:forces:R:3 method="wB97M-V/def2-TZVPD" spin_multiplicity=1 lumo_energy_ev=0.2874 e_homo_ev=-9.78
O 1.3831 -0.9564 -1.6193 -0.46 0.54 0.50
C 0.8742 -0.2440 -0.8041 -0.01 -0.48 -0.51
O -0.2271 -1.6150 1.2879 -0.53 0.27 -0.24
C -1.0078 -1.1442 0.4954 0.26 -0.13 0.36
C -0.6747 0.0629 -0.3672 0.14 -0.10 -0.20
C 0.0159 1.2111 0.3083 0.18 0.08 0.20
C 1.2838 0.7898 0.1600 -0.05 0.19 -0.01
H -1.9761 -1.6383 0.2859 0.06 0.05 0.08
H -1.5102 0.3059 -1.0351 0.47 -0.23 -0.24
H -0.3972 2.1233 0.7219 -0.01 -0.24 0.28
H 2.2363 1.1049 0.5664 -0.05 0.04 -0.21

***

3.
15
Properties=species:S:1:pos:R:3:forces:R:3 method="wB97M-V/def2-TZVPD" smiles="[NH2+]=C1[C@H](Cl)N=CN[C@@H]1Cl" total_charge=+1 spin_multiplicity=1 lumo_energy_ev=-5.5355 e_homo_ev=-14.15
N -0.0649 1.8803 -0.5944 2.36 1.07 -0.47
C 0.1153 0.6176 -0.4651 -0.54 -2.24 -0.10
C 1.5402 0.0967 -0.6009 -1.08 -0.07 -0.79
Cl 1.3279 -0.2436 -2.4552 0.63 0.24 0.86
N 1.9154 -1.0605 0.0852 -0.03 0.32 0.29
C 0.9894 -1.8650 0.4316 0.68 -2.91 0.92
N -0.3467 -1.7227 0.2189 0.15 2.73 -0.53
C -0.9521 -0.4952 -0.2541 -0.19 1.61 -0.72
Cl -1.8399 -0.7281 -1.8668 0.35 0.11 1.03
H 0.9259 2.2739 -0.7741 -2.47 0.41 0.30
H -0.8931 2.5053 -0.7177 0.70 -1.18 0.24
H 2.2378 0.9149 -0.4727 0.46 -0.02 -0.22
H 1.3089 -2.8987 0.9567 -0.89 2.55 -1.24
H -1.0011 -2.4291 0.3747 -0.76 -1.47 0.54
H -1.7381 0.0069 0.3728 0.63 -1.16 -0.10

***

4.
19
Properties=species:S:1:pos:R:3:forces:R:3 method="wB97M-V/def2-TZVPD" total_charge=+1 spin_multiplicity=1 lumo_energy_ev=-4.4968 e_homo_ev=-12.16
C -2.6661 0.9413 -0.4665 -1.99 0.52 0.00
C -2.0750 -0.2734 -0.4257 -0.11 0.55 0.80
C -0.4266 1.3830 -0.6996 0.90 -0.47 -0.39
C 0.3103 -0.9585 -0.7275 0.08 0.42 0.00
C 3.9005 0.0409 0.7075 2.17 -0.18 -0.59
N 1.5055 -0.4724 -0.7714 2.39 -1.04 1.17
N -0.6593 -0.0503 -0.5641 -2.35 1.33 -0.03
N -1.6421 1.8748 -0.7269 -0.13 -0.20 0.41
N 2.4882 0.1054 -1.2667 -3.66 -1.04 -2.53
N -2.6610 -1.4942 -0.2471 -0.31 -0.65 -0.32
O 3.5596 0.3772 -0.6946 0.84 -0.11 1.53
H -3.7784 1.2868 -0.2944 2.65 -1.04 -0.48
H 0.0105 -2.0688 -0.6976 1.00 1.75 -0.34
H 3.6355 -0.9906 1.0050 -0.50 0.66 -0.33
H 3.4823 0.8631 1.3334 0.69 -0.84 -0.29
H 5.0588 -0.0093 0.5067 -2.22 0.63 1.26
H -1.8188 2.8692 -0.8359 0.21 -0.33 0.10
H -3.6832 -1.4273 -0.5214 1.93 -1.07 1.11
H -2.2145 -2.1696 0.4295 -1.61 1.12 -1.08

***

5.
23
Properties=species:S:1:pos:R:3:forces:R:3 method="wB97M-V/def2-TZVPD" total_charge=+1 spin_multiplicity=1 lumo_energy_ev="-5.9422 / -5.9426" e_homo_ev="-12.90 / -12.90"
C -1.3019 0.1887 -0.1754 -0.91 0.51 0.07
C -0.4900 0.1292 1.0602 -0.43 0.41 0.99
C -0.8579 -0.7549 2.2199 -0.01 -0.19 0.02
C 1.9705 3.0147 -0.2445 1.33 0.25 0.39
C -0.2986 -2.5106 -1.4279 -0.18 -0.10 -0.66
C 1.0602 0.0521 -0.9096 1.82 2.73 0.12
N -0.0161 -0.5001 -0.1850 0.20 -0.59 -0.58
O 0.8288 2.4616 -0.6301 -1.79 -2.87 -0.76
O -0.0263 -1.8953 -0.1738 0.17 -0.11 0.77
I 2.9511 -0.1825 -0.1525 -0.63 -0.07 -0.28
H -2.1669 -0.4581 -0.2551 0.14 -0.14 -0.02
H -1.3264 1.1060 -0.7468 0.14 0.05 -0.04
H 0.0713 1.0270 1.2993 0.07 -0.09 -0.32
H -1.9098 -0.6249 2.4686 0.01 0.04 0.01
H -0.2619 -0.5054 3.0927 0.04 0.02 0.00
H -0.6928 -1.8031 1.9788 -0.07 0.03 0.07
H 2.8065 2.8658 -0.9525 0.03 -0.01 0.14
H 2.2696 2.7738 0.7922 0.12 0.04 -0.10
H 1.7902 4.1092 -0.2619 -0.01 -0.06 0.04
H 0.4963 -2.3334 -2.1546 -0.01 0.03 0.08
H -1.2643 -2.1968 -1.8322 0.05 0.03 0.06
H -0.3340 -3.5731 -1.1896 0.00 0.13 0.01
H 0.9416 0.1284 -1.9798 -0.08 -0.02 -0.02

***

6.
10
Properties=species:S:1:pos:R:3:forces:R:3 method="wB97M-V/def2-TZVPD" spin_multiplicity=1 lumo_energy_ev=-0.5243 e_homo_ev=-9.61
N -2.3520 0.3482 -0.2381 0.48 -0.39 0.02
C -1.4074 -0.2465 -0.7380 -0.21 -0.07 -0.11
N -0.4449 -0.8705 -1.1823 -0.51 0.15 0.27
N 0.7227 -0.1121 -1.2695 0.27 0.39 0.22
C 1.3011 0.2007 -0.1790 0.09 -0.18 -0.34
C 1.0236 -0.3003 1.2143 -0.22 -0.35 0.03
O 0.5466 -1.3799 1.4592 0.18 0.50 -0.10
H -2.8964 0.9164 -0.8703 -0.25 0.08 -0.16
H 2.1299 0.8919 -0.3132 0.14 -0.16 0.18
H 1.3532 0.3764 2.0227 0.03 0.03 -0.01

***

7.
46
Properties=species:S:1:pos:R:3:forces:R:3 method="wB97M-V/def2-TZVPD" smiles="CCCCCCCOc1ccc(OC(=O)c2cccnc2)cc1" spin_multiplicity=1 lumo_energy_ev=0.2315 e_homo_ev=-8.46
C -2.1750 1.6857 -4.6991 0.12 0.20 0.11
C -0.8658 2.3256 -4.2537 -0.01 -0.29 -0.12
C 0.3328 1.4399 -4.5884 0.08 0.32 0.00
C 1.6589 2.0378 -4.1108 -0.15 -0.11 0.10
C 1.8822 1.9089 -2.5983 0.22 -0.02 -0.10
C 2.7553 0.7191 -2.1917 -0.43 -0.13 0.06
C 2.1589 -0.6387 -2.5742 0.50 0.20 -0.03
O 0.8154 -0.7965 -2.1618 -0.24 -0.04 0.00
C 0.5159 -0.9338 -0.8454 -0.25 -0.01 0.29
C 1.4280 -1.1900 0.1730 0.04 0.00 -0.35
C 0.9982 -1.3353 1.4809 -0.25 -0.06 0.28
C -0.3474 -1.2179 1.7840 0.23 0.15 -0.41
O -0.8555 -1.3905 3.0682 -0.22 -0.26 -0.19
C -0.2255 -0.8794 4.1380 0.43 0.43 0.27
O 0.7836 -0.2221 4.0971 -0.27 -0.18 -0.03
C -0.9448 -1.2124 5.3934 -0.20 -0.12 0.23
C -2.0647 -2.0402 5.4295 0.15 0.13 0.05
C -2.6625 -2.2894 6.6524 0.06 0.03 0.00
C -2.1170 -1.7034 7.7866 -0.26 -0.21 -0.09
N -1.0537 -0.9164 7.7617 0.15 0.19 0.47
C -0.4837 -0.6777 6.5979 0.15 0.01 -0.55
C -1.2706 -0.9725 0.7735 0.17 -0.05 0.39
C -0.8415 -0.8336 -0.5267 0.27 0.01 -0.17
H -3.0199 2.3244 -4.4512 -0.14 -0.01 -0.02
H -2.3139 0.7249 -4.2079 -0.06 -0.12 0.03
H -2.1735 1.5209 -5.7746 -0.05 -0.05 -0.11
H -0.9032 2.5039 -3.1773 0.03 0.09 0.05
H -0.7493 3.2952 -4.7444 0.05 0.06 0.05
H 0.1826 0.4610 -4.1337 -0.03 -0.11 -0.05
H 0.3734 1.3045 -5.6724 -0.05 -0.07 -0.04
H 1.6761 3.0941 -4.3889 0.06 0.00 -0.08
H 2.4865 1.5555 -4.6361 0.09 0.05 -0.05
H 2.3686 2.8117 -2.2233 -0.07 0.00 0.07
H 0.9201 1.8249 -2.0918 -0.04 0.08 0.09
H 2.9016 0.7596 -1.1102 0.12 -0.03 -0.01
H 3.7354 0.7969 -2.6669 0.07 -0.02 0.02
H 2.1173 -0.7356 -3.6617 0.04 -0.05 0.09
H 2.7850 -1.4514 -2.1844 -0.10 0.02 -0.08
H 2.4814 -1.2901 -0.0336 0.09 0.02 -0.05
H 1.7167 -1.5341 2.2596 0.02 0.01 0.03
H -2.4490 -2.4748 4.5190 -0.02 -0.01 -0.04
H -3.5314 -2.9248 6.7260 -0.06 -0.04 0.03
H -2.5490 -1.8703 8.7647 -0.10 -0.07 0.03
H 0.3831 -0.0306 6.6035 0.06 0.03 -0.09
H -2.3170 -0.8908 1.0225 -0.12 0.01 0.03
H -1.5428 -0.6423 -1.3233 -0.09 0.02 -0.10

***

Computed energy relative to the best compared isomer or geometry (same formula, charge and spin), in the same sequence as the records: 0.00; 180.42; 156.55; 733.95; 354.22; 311.48; 110.74 kJ/mol.